The following is a DFT calculation (the ωB97M-V functional and the def2-TZVPD basis) of one molecule with the formula C4H7NO.

Positions of all 13 atoms, in Å:
O (-2.234, -0.022, 1.292)
C (-1.696, 0.489, 0.340)
C (-0.304, 1.080, 0.356)
N (0.495, 0.363, -0.643)
C (1.588, -0.453, -0.147)
C (0.347, -1.093, -0.638)
H (-2.181, 0.500, -0.659)
H (0.102, 1.015, 1.374)
H (-0.352, 2.136, 0.064)
H (1.759, -0.475, 0.930)
H (2.488, -0.450, -0.755)
H (-0.315, -1.534, 0.109)
H (0.302, -1.555, -1.622)

Cartesian forces (eV/Å) of the 6 atoms listed first:
0.153 0.301 -0.353
-0.145 -0.036 0.225
-0.067 0.028 0.168
-0.116 0.108 -0.090
0.254 -0.091 0.097
-0.080 -0.264 -0.047

Spin multiplicity: 1
E_LUMO (eV): 1.1
HOMO-LUMO gap (eV): 10.53
Largest force on an atom (eV Å⁻¹): 0.488
SMILES: O=CCN1CC1